{"formula": "C2H2N2O", "method": "the ωB97M-V functional and the def2-TZVPD basis", "e_above_lowest_kcal_mol": 0.0, "energy_ev": -7133.844, "homo_lumo_gap_ev": 10.5, "smiles": "C=C=O.N#N", "homo_energy_ha": -0.348, "spin_multiplicity": 1, "elements": ["H", "N", "C", "C", "H", "O", "N"], "coordinates": [[0.3130, -0.4942, 0.5116], [3.9522, -0.0119, 0.0102], [-0.0615, 0.3741, 0.0026], [0.6235, 1.4657, -0.0186], [-0.9948, 0.2652, -0.5098], [1.2377, 2.4517, 0.0087], [3.7847, -1.0973, -0.0239]]}